No. 1
Here is a cluster of 3 separate species, C33H63N4O6S in total from OMol25. Energies are from the ωB97M-V functional and the def2-TZVPD basis.

XYZ file:
```
107
Properties=species:S:1:pos:R:3:forces:R:3
C -8.8732 3.3320 -1.2179 -0.18 -0.15 -0.63
C -8.8718 2.6780 -2.6535 0.06 -0.21 0.51
C -7.5492 1.8282 -2.9054 -0.66 0.68 -0.33
C -6.4454 2.6870 -3.6599 -0.49 -0.84 0.04
C -5.0167 2.0119 -3.5847 -0.25 0.25 -0.85
C -3.8215 3.0543 -3.5664 0.14 -0.48 0.51
C -3.0406 3.0549 -2.1822 0.01 -0.82 -0.50
C -2.1665 1.7136 -2.1275 -0.32 0.21 -0.74
C -0.6277 1.9703 -2.3662 -0.54 0.95 0.67
C 0.2155 2.0876 -1.0294 0.47 -0.11 -1.11
C 0.6474 0.7110 -0.3976 0.35 -0.47 -0.24
C 0.5002 -0.6097 -1.2904 -0.49 2.45 0.17
O -0.8518 -1.0063 -1.3971 0.80 -0.25 -0.74
N 1.1421 -1.5989 -0.3834 0.63 0.70 0.11
C 1.3176 -3.0361 -0.7873 0.58 -1.14 0.29
C 1.3363 -3.3209 -2.3350 -0.27 -1.48 0.55
C -0.0082 -4.0371 -2.7465 -0.17 0.45 -1.49
S -0.0657 -5.7062 -1.9821 0.17 -2.11 4.01
O -0.8996 -5.6150 -0.7782 -0.10 0.55 -1.97
O 1.2498 -6.1972 -1.5908 -0.54 1.07 -1.86
O -0.7405 -6.8014 -2.9879 0.45 1.54 0.40
C 0.4993 -1.2966 0.9632 -0.78 -1.35 1.65
C 0.0957 0.2610 1.0411 2.13 -1.02 -0.67
C 1.1793 0.8645 2.0462 -1.07 2.01 0.85
C 0.6551 1.2151 3.4963 0.55 -0.51 0.00
C -0.0916 0.0570 4.2538 0.23 0.46 2.03
C -0.2261 0.5474 5.7823 -0.05 0.87 -0.26
C 0.6843 -1.3191 4.2922 -0.97 -0.47 -0.73
C -1.4119 0.5765 1.2855 -1.66 0.23 0.57
C -2.4712 -0.4452 1.1870 0.13 2.73 0.72
C -3.8394 -0.0233 1.4417 0.92 -0.92 -0.45
N -4.2766 1.2274 1.7353 2.33 -0.53 -0.33
C -3.2861 2.1497 1.8217 1.24 0.37 -0.06
C -1.8580 1.9351 1.6398 -1.31 -2.25 -0.52
H -7.9967 4.0267 -1.1122 -0.87 -0.58 0.07
H -8.8109 2.5175 -0.4536 0.08 0.72 -0.53
H -9.8401 3.8791 -1.0444 1.04 -0.34 -0.12
H -9.7808 2.0196 -2.7218 0.88 0.50 0.01
H -8.9981 3.4597 -3.4507 0.22 -0.65 0.69
H -7.8618 0.9536 -3.5445 0.67 0.70 0.65
H -7.1683 1.4445 -1.9164 -0.31 0.33 -0.97
H -6.4406 3.7478 -3.2987 0.08 -0.92 -0.01
H -6.7921 2.7257 -4.7316 0.50 0.16 0.95
H -4.9136 1.3930 -4.5216 -0.08 0.41 0.98
H -4.9912 1.2908 -2.7264 0.15 0.74 -0.56
H -3.0621 2.7322 -4.3369 -0.76 0.62 0.58
H -4.2251 4.0641 -3.8356 0.49 -0.81 0.24
H -3.7517 3.0200 -1.3127 0.57 0.40 -0.84
H -2.3676 3.9542 -2.1272 -0.70 -0.78 0.17
H -2.5260 1.0802 -2.9909 0.23 0.44 0.93
H -2.3993 1.1462 -1.1945 0.49 0.44 -0.68
H -0.1909 1.2451 -3.1026 -0.22 0.49 0.79
H -0.5459 2.9824 -2.8597 -0.03 -1.07 0.31
H -0.2759 2.7886 -0.3022 0.23 -0.93 -0.64
H 1.1716 2.6084 -1.3282 -0.87 -0.53 0.41
H 1.7715 0.8067 -0.2961 -1.17 -0.26 0.10
H 1.0618 -0.4182 -2.2398 -0.59 -0.77 0.66
H -1.1379 -1.0615 -2.3241 0.18 0.21 0.39
H 2.1149 -1.2876 -0.2194 -0.48 0.44 -0.45
H 0.5761 -3.6561 -0.2137 0.48 0.59 -0.88
H 2.3235 -3.3539 -0.3896 -1.03 0.47 -0.24
H 2.1442 -4.0895 -2.5020 -0.72 0.86 0.17
H 1.6022 -2.4541 -2.9832 -0.56 -0.55 0.57
H -0.1019 -4.1352 -3.8617 0.24 -0.08 0.98
H -0.9233 -3.4915 -2.3966 0.83 -0.74 -0.06
H -1.1162 -7.5003 -2.4068 0.15 0.45 -0.20
H -0.3391 -2.0046 1.2185 0.67 0.70 -0.98
H 1.2955 -1.6553 1.6641 -0.76 0.92 -0.24
H 1.5188 1.8429 1.5936 -0.21 -0.93 0.52
H 2.1024 0.2470 2.1620 -0.89 0.20 -0.50
H 0.0508 2.1638 3.5119 0.41 -1.08 -0.09
H 1.5725 1.4515 4.1140 -0.84 -0.23 -0.62
H -1.1532 -0.0918 3.9163 1.20 0.08 -0.12
H 0.3643 -0.0883 6.4864 -0.66 0.42 -0.57
H -1.2989 0.6194 6.1080 1.04 -0.31 -0.21
H 0.1889 1.5921 5.8931 -0.43 -1.00 -0.12
H 0.6032 -1.8263 5.2917 0.15 0.66 -0.95
H 1.7625 -1.2527 4.0016 -0.82 0.06 0.30
H 0.1526 -2.0150 3.5783 0.82 0.47 0.62
H -2.2437 -1.5027 0.9493 -0.36 0.95 0.14
H -4.6238 -0.8200 1.3678 0.70 0.90 0.12
H -3.6019 3.1977 2.0616 0.20 -1.11 -0.22
H -1.1635 2.7913 1.7637 -0.59 -0.82 -0.14
C 4.2356 -0.5513 -1.4734 0.62 -0.45 -0.28
O 3.9513 0.3359 -0.6810 -0.30 -0.07 0.32
N 5.3854 -1.2404 -1.5016 -0.62 0.17 -0.20
C 5.6352 -2.2843 -2.4782 0.12 0.08 0.15
C 6.4194 -0.9304 -0.5185 -0.35 0.15 -0.12
H 3.5253 -0.8656 -2.2620 0.03 -0.06 -0.12
H 5.8188 -3.2262 -1.9573 0.04 -0.03 -0.14
H 6.5137 -2.0197 -3.0690 -0.05 -0.14 -0.05
H 4.7807 -2.4058 -3.1453 0.02 0.06 0.04
H 6.0224 -1.0821 0.4823 0.12 0.04 -0.07
H 6.7093 0.1149 -0.6233 0.07 -0.09 0.14
H 7.2874 -1.5672 -0.6671 -0.13 0.02 -0.02
C 8.3520 -0.4052 2.6781 0.05 0.06 0.22
O 8.0026 -0.6304 1.5319 0.07 0.06 0.44
N 7.5151 -0.2123 3.7220 0.35 -0.04 -0.19
C 8.0016 0.0521 5.0634 -0.26 -0.02 -0.07
C 6.0837 -0.2718 3.4929 0.13 -0.01 -0.29
H 9.4151 -0.3394 2.9592 -0.03 0.01 0.04
H 7.6427 -0.7294 5.7366 0.09 0.09 0.11
H 7.6241 1.0207 5.3981 0.10 -0.04 0.13
H 9.0905 0.0679 5.0845 -0.07 -0.02 -0.08
H 5.8230 -1.2557 3.0949 -0.13 0.05 0.02
H 5.8039 0.4867 2.7577 -0.13 -0.07 0.03
H 5.5426 -0.0981 4.4218 0.12 -0.01 -0.01
```
Positions in Å, forces in eV/Å.

Calculated values
**HOMO-LUMO gap**: 9.04 eV
**Total charge**: +1
**E_LUMO**: -2.39 eV



No. 2
Here is a structure of composition C30H49FP2Y from OMol25. Energies are from the ωB97M-V functional and the def2-TZVPD basis.

XYZ file:
```
83
Properties=species:S:1:pos:R:3:forces:R:3
Y -0.2309 0.1408 0.2573 5.51 -0.27 -1.09
C -1.9070 1.7142 0.4281 -2.40 -1.88 0.73
C -2.2892 0.7586 -0.6571 -1.21 -1.04 3.50
C -2.1461 -0.4749 1.4015 -1.67 1.98 -1.19
C -1.8882 0.9550 1.6901 -1.84 -0.56 -1.60
C -2.4328 -0.6192 -0.0495 -1.27 3.13 1.51
C -1.9592 3.2101 0.2906 -0.05 0.59 -0.07
H -1.6295 3.5819 -0.6977 -0.12 -0.35 0.38
H -1.3535 3.7479 1.0392 -0.21 -0.37 -0.22
H -3.0008 3.5700 0.4233 0.44 -0.25 -0.08
C -1.8718 1.5420 3.0499 0.16 0.28 1.20
H -1.6791 2.6263 3.0648 -0.04 -0.46 -0.20
H -1.1381 1.0715 3.7262 -0.19 0.12 -0.32
H -2.8572 1.4057 3.5322 0.28 -0.01 -0.30
C -2.3791 -1.5427 2.4211 -0.38 -0.51 0.71
H -3.4522 -1.6348 2.6615 0.21 0.07 -0.29
H -1.8743 -1.3308 3.3759 -0.49 0.04 -0.46
H -2.0405 -2.5493 2.1069 -0.14 0.50 0.02
C -3.3017 -1.7369 -0.5223 -0.57 -0.83 -0.52
H -4.3552 -1.4913 -0.2843 0.41 0.03 -0.05
H -3.1072 -2.6888 0.0022 0.05 0.50 -0.13
H -3.3034 -1.9827 -1.6011 0.33 0.39 0.41
C -3.0978 1.2707 -1.7605 -0.85 0.67 -1.57
H -4.0400 1.6824 -1.3484 0.34 -0.15 -0.05
H -3.4228 0.5172 -2.4890 0.37 0.09 0.12
H -2.6412 2.1178 -2.3050 -0.05 -0.46 0.10
C 1.3201 0.5198 -3.1140 -0.49 0.99 0.05
C 0.2992 1.3923 -3.2661 0.98 -0.13 0.50
C -0.2805 1.7390 -4.6009 0.12 0.87 -0.19
C -1.1517 0.5882 -5.1552 -0.34 -0.10 -0.49
C -1.1967 -0.6266 -4.2632 -0.34 -1.25 -0.80
C -0.1608 -1.4777 -4.1793 -0.93 -0.61 -0.69
C 1.1339 -1.2582 -4.9007 0.08 -0.41 -0.52
C 2.0015 -0.1482 -4.2678 0.86 0.06 -0.04
H 0.5238 1.9745 -5.3137 -0.16 -0.15 0.18
H -0.7347 0.2946 -6.1315 0.02 -0.09 0.31
H -0.8677 2.6752 -4.5224 0.23 -0.54 0.03
H 2.2741 0.5918 -5.0329 -0.15 -0.12 0.18
H 1.7230 0.1640 -2.1610 -0.32 0.52 0.29
H -0.2337 1.8987 -2.4533 0.46 -0.40 0.31
H 2.9658 -0.5697 -3.9267 -0.47 0.17 -0.09
H 1.6862 -2.2075 -4.9970 -0.12 0.37 0.31
H -0.3040 -2.4876 -3.7755 -0.08 0.51 0.31
H 0.9302 -0.9837 -5.9465 -0.12 0.05 0.24
H -2.1610 0.9349 -5.4294 0.27 -0.06 0.51
H -2.1816 -0.9566 -3.8990 0.54 0.27 0.12
P 1.5012 1.8863 0.9200 0.94 1.72 1.21
C 1.1540 2.7163 2.4934 -0.19 0.58 1.05
H 2.0323 3.3277 2.7240 -0.06 0.14 -0.07
H 1.0027 2.0522 3.3549 -0.06 0.33 -0.73
H 0.2906 3.3860 2.4430 0.18 -0.03 -0.27
C 3.2033 1.3586 1.1520 1.21 -0.31 -0.08
H 3.7554 2.2097 1.5748 0.02 -0.14 -0.19
H 3.6939 1.0693 0.2154 -0.17 0.20 -0.03
H 3.3075 0.5158 1.8472 -0.24 0.38 -0.49
C 1.7256 3.3852 -0.0627 0.52 0.99 -0.52
H 2.2202 3.1966 -1.0242 -0.17 -0.07 0.15
H 2.3822 4.0552 0.5140 -0.16 -0.03 -0.27
H 0.7893 3.9320 -0.2611 0.26 -0.35 0.14
P 0.7465 -2.1908 0.0655 0.73 -3.48 1.42
C -0.4302 -3.5273 -0.3177 -0.48 -0.99 -1.15
H 0.1715 -4.3625 -0.7010 -0.29 -0.03 0.05
H -1.2263 -3.3164 -1.0341 0.36 0.16 -0.19
H -0.9522 -3.8890 0.5898 0.55 0.42 -0.30
C 2.3900 -2.4971 -0.6076 0.98 -0.64 -1.22
H 2.3717 -2.6878 -1.6845 0.04 0.28 -0.04
H 2.8010 -3.4130 -0.1543 -0.19 0.32 -0.12
H 3.1170 -1.6899 -0.4025 -0.59 -0.15 -0.02
C 1.1565 -3.0572 1.6122 0.20 -0.35 1.38
H 1.3692 -4.1028 1.3691 0.00 0.10 -0.29
H 0.3368 -3.0719 2.3395 0.38 -0.03 -0.39
H 2.0440 -2.6485 2.0969 -0.18 0.12 0.00
F 1.8864 -1.7514 6.8971 0.02 0.37 -0.70
C 1.6956 -1.2321 5.6483 -0.44 -0.57 0.30
C 2.5080 -0.2391 5.1583 0.13 0.30 -0.27
C 2.2799 0.2750 3.8623 1.94 0.61 2.30
C 1.3098 -0.1345 3.0139 -1.36 -0.68 -1.38
C 0.5171 -1.1074 3.5915 -0.92 -0.99 -0.13
C 0.6542 -1.7132 4.8721 0.15 1.17 -1.50
H 3.3111 0.1638 5.7696 -0.12 -0.10 -0.06
H 2.9445 1.0985 3.6587 0.24 0.19 -0.29
H -0.2321 -1.4286 2.8571 0.30 -0.34 1.34
H -0.0147 -2.4853 5.1897 -0.20 -0.31 0.30
```
Positions in Å, forces in eV/Å.

Calculated values
**HOMO-LUMO gap**: 6.95 eV
**Total charge**: +1
**E_LUMO**: -3.29 eV
**Energy above the lowest of the compared OMol25 structures with the same formula, charge and spin**: 73.5 kcal per mole



HOMO in eV, matching the order above: -11.42; -10.23
E_tot in eV, matching the order above: -64313.9843; -54231.8962